DFT (ωB97M-V/def2-TZVPD) results for a molecular structure, C11H13BClNTi in a non-equilibrium geometry.

Output
net charge = -2
LUMO level (alpha / beta) = 4.8784 / 4.8600 eV
energy = -1816.23252 Eh
highest occupied orbital energy (alpha / beta) = -0.39 / -0.40 eV
spin multiplicity = 3
F_max = 0.08731 Eh/bohr
energy relative to the best compared isomer or geometry (same formula, charge and spin) = 0.0 kcal/mol

Positions of all 28 atoms, in Å:
C  0.9064  -2.0575  1.6670
C  0.9945  -1.7643  0.2671
C  -0.3479  -1.6683  -0.2552
H  1.9124  -1.6663  -0.2982
C  -1.2541  -1.9637  0.8163
C  -0.4834  -2.2258  1.9914
H  -0.8897  -2.5310  2.9534
H  1.7508  -2.2047  2.3372
H  -0.6182  -1.5120  -1.2893
H  -2.3358  -2.0388  0.7434
Ti  -0.0416  -0.1006  1.2664
Cl  1.4708  1.2660  0.5237
C  0.1097  2.8646  -3.6877
C  -1.1226  2.2236  -4.0320
C  -0.8114  0.9858  -4.6792
H  -2.1224  2.6209  -3.8588
C  0.6130  0.8631  -4.7372
C  1.1823  2.0241  -4.1246
H  2.2461  2.2427  -4.0331
H  0.2138  3.8351  -3.2033
H  -1.5315  0.2749  -5.0842
H  1.1664  0.0433  -5.1952
B  -0.0978  0.0557  5.8257
C  -0.3756  0.1553  4.3432
N  -0.5163  0.2018  3.1704
H  -0.9673  0.6131  6.4520
H  0.9877  0.5985  6.0222
H  -0.0383  -1.1355  6.0983

natural (NBO) population analysis, charges in e, atoms 1 to 6:
1. C -0.36
2. C -0.31
3. C -0.36
4. H 0.24
5. C -0.36
6. C -0.29

DFT (ωB97M-V/def2-TZVPD) results for a molecular structure, C11H13BrSc in a non-equilibrium geometry.

Output
net charge = -1
LUMO level = 1.9869 eV
energy = -3761.70423 Eh
highest occupied orbital energy = -2.49 eV
F_max = 0.07107 Eh/bohr

Positions of all 26 atoms, in Å:
C  -1.2700  -0.9123  -1.4253
C  -1.8041  -2.0402  -0.7685
C  -2.8293  -1.5878  0.1498
H  -1.5463  -3.0816  -0.9056
C  -2.8759  -0.1713  0.0281
C  -1.9616  0.2328  -0.9751
H  -1.7270  1.2386  -1.3303
H  -0.4940  -0.8337  -2.1819
H  -3.4559  -2.1963  0.8216
H  -3.6262  0.4445  0.5119
Sc  -0.9839  -1.1183  1.2801
Br  0.7861  -2.6414  2.0912
C  2.7324  1.6130  -0.0558
C  1.8484  2.3449  -0.8846
C  1.6027  1.5606  -2.0567
H  1.4280  3.3151  -0.6180
C  2.3615  0.3533  -1.9770
C  3.0488  0.3637  -0.7337
H  3.6866  -0.4235  -0.3185
H  3.0859  1.8950  0.9455
H  0.8646  1.8067  -2.8331
H  2.3470  -0.4473  -2.7225
C  -0.8733  1.1148  2.1549
H  0.1119  1.3023  2.6266
H  -1.5986  1.2244  3.0058
H  -1.0113  2.0813  1.6123

natural (NBO) population analysis, charges in e, atoms 1 to 6:
1. C -0.27
2. C -0.40
3. C -0.53
4. H 0.24
5. C -0.33
6. C -0.24

Among the records above, which one has the highest energy?
C11H13BClNTi